(1)
The following is a DFT calculation (wB97M-V/def2-TZVPD) of a molecular structure, C33H40N3OP2SSbSe4Ti at a distorted geometry.

```
86
Properties=species:S:1:pos:R:3
H -0.03793 -4.45220 -1.18468
H -1.15487 5.19120 -1.41744
C -1.51339 -1.80554 -1.48431
C -0.39229 3.23769 -1.85730
H 2.58776 -0.92203 -3.94035
C -2.89866 1.66445 1.97521
H -1.69660 0.84390 -2.12752
H 4.02239 -4.94222 -2.43320
S -2.13844 0.92583 0.60035
H 3.04035 1.84982 3.05426
C 0.33163 -3.28006 1.86171
Se -0.81570 -0.03899 3.64108
H 2.21286 -0.53987 4.90013
O 1.98416 -0.43311 1.76323
C -2.32959 -3.54219 2.58943
C -0.28162 4.55098 -1.41340
Ti 0.12291 0.24055 1.58127
H -4.23414 1.38671 3.44219
H 1.56005 2.49800 1.31420
C -1.37277 -1.16359 -2.85590
C 2.87330 -0.02596 -5.87179
H 0.39818 2.68605 -4.67180
H -1.01272 3.35526 1.16905
P -0.10480 -1.62330 -0.33897
H -2.36847 -1.37634 -0.95757
H -4.65334 -0.31840 1.10220
H 1.38160 2.82593 -6.92269
C 1.93237 2.89738 -1.40728
N -3.93448 1.04088 2.53080
C 0.71366 2.39196 -1.86576
H -1.31052 0.73278 -3.84835
H -2.77728 -2.42759 0.82762
C 1.95447 -4.83313 -1.86071
H 2.68185 -1.15668 -0.93561
Sb -2.36167 0.25898 5.61270
H -2.29370 4.55632 1.44439
C 2.48162 -2.18777 -1.20054
N 2.39141 -0.84729 3.95147
H 2.97045 1.09457 -7.69664
C 2.08300 -0.01536 2.97121
C 0.93677 5.04093 -0.97069
C 1.08651 1.91651 -5.00683
C -0.00512 -3.95754 3.02058
C 1.41767 0.86191 -4.15524
H 0.39202 2.83612 2.61787
C 3.49705 -2.99537 -1.70154
C 1.01606 2.06836 2.16760
H 2.28799 -1.84048 3.77743
H -2.32135 -1.32875 -3.37212
H 0.77011 -4.40179 3.63210
H -3.59046 -1.03620 2.33880
C 0.94724 -4.03012 -1.35094
C -0.65531 -2.69465 1.06403
C -4.37276 -0.29602 2.15258
C 1.19996 -2.69828 -1.02810
C -1.33780 -4.06929 3.40286
C 1.64163 2.00014 -6.27329
H -1.59889 -4.56719 4.32672
H 1.74643 -5.86492 -2.11130
Se -4.03188 -1.60022 5.54950
H -0.60827 -1.69342 -3.43244
H 2.80571 2.25368 -1.39551
C 2.01696 1.48052 3.18940
C 2.31817 -0.10274 -4.59775
C -1.66027 3.80354 1.91719
H -1.35469 2.88264 -2.19719
H 1.37336 -3.20411 1.56690
N -2.46505 2.77634 2.54955
Se -0.94446 -0.38964 7.39296
H 3.56955 -0.78465 -6.20370
C -1.98799 -2.86090 1.42905
C 2.53602 1.02584 -6.70779
C 2.04803 4.20658 -0.96842
H -5.24229 -0.53185 2.76357
H 3.00316 4.57617 -0.61853
P 0.71090 0.66547 -2.48360
H 1.02114 6.06438 -0.62894
H -1.69685 -2.87641 -1.60522
C 3.23393 -4.31458 -2.03936
H 4.49239 -2.58969 -1.82807
H -3.37086 -3.63833 2.87255
H 1.71789 1.65966 4.22391
H -2.89880 2.99576 3.44334
Se -3.56671 2.34333 5.41947
H -1.04528 4.28089 2.67774
C -1.07259 0.33075 -2.85983
```

Calculated values
F_max ... 2.9 eV Å⁻¹
HOMO-LUMO gap (alpha / beta) ... 6.70 / 5.55 eV
Spin multiplicity ... 3
Electronic energy ... -13297.421196 hartree
HOMO (alpha / beta) ... -7.08 / -7.51 eV
Relative energy (zero: lowest compared OMol25 entry of this formula, charge and spin) ... 158.2 kJ/mol

(2)
The following is a DFT calculation (wB97M-V/def2-TZVPD) of a molecular structure, C33H40N4P2SZn at a distorted geometry.

```
81
Properties=species:S:1:pos:R:3
H 1.83571 -1.28265 4.81079
S -1.80620 -1.08226 6.33426
H -1.69276 3.71281 -1.28334
H 2.49961 -1.61367 -6.67650
C -4.19216 -0.42497 -4.59252
H -0.11530 -1.88045 8.54617
C 1.54503 -1.86550 5.70348
C -3.81566 -2.42089 -3.58786
H 5.31506 1.67822 -4.79787
C 1.15767 2.65495 2.77412
H 0.06316 -1.08783 1.46419
C -1.70656 1.59297 -1.89988
H -1.73913 2.07550 4.65171
C 1.77500 1.30614 3.00329
H 4.89115 1.88366 -2.11907
C 1.55079 0.20452 2.28123
H 1.94922 3.39128 2.97934
H -1.53445 0.98289 -1.02905
H 0.99348 -0.59195 -6.03082
H 0.74054 0.71384 -4.85603
H -5.66891 -3.38501 -4.28568
H -3.99580 0.59362 -4.88404
C -5.27363 -1.24975 -4.88315
H -3.25658 -3.13354 -3.00147
C 2.93364 -3.79982 -6.48979
C -2.09060 1.98325 -4.08683
H 2.18048 -4.09779 -3.25173
N -3.29468 -1.12810 -3.77665
H 1.51729 -1.20363 6.58130
H -0.57516 1.86379 0.99773
C 4.35758 1.23896 -2.80358
C -1.25810 -0.25206 7.72611
H -1.46508 0.03145 -5.68583
H 2.84072 0.14094 -1.54483
C -0.04465 -0.12821 9.83772
C -2.03494 3.21787 -3.45071
H -2.18534 0.34035 3.05619
C 4.58069 1.13889 -4.21814
H 2.27303 -2.68774 5.85285
C -1.78992 2.96905 -2.06265
C -1.42445 1.09442 2.82093
H 0.86366 2.76566 1.72565
C -0.03517 3.03872 3.67301
H 3.49962 -0.11966 -5.72640
C 2.39179 -3.85819 -4.28156
N -1.90326 0.97284 -3.14073
P 1.46678 -1.29333 -3.69568
H 0.60127 -0.59963 10.57971
H -1.10285 -1.69653 -5.47343
P -1.63072 -0.76869 -3.32446
H -6.12780 -0.98808 -5.48971
C 2.82420 -4.64938 -5.34057
C 3.32423 0.37268 -2.48212
H -2.25365 1.75581 -5.12972
H 3.03582 -5.70839 -5.30722
C 0.40487 -0.04462 1.34069
H -2.35051 1.52624 7.18042
C -1.69129 1.08795 7.93177
Zn -0.23208 -2.64847 5.31940
C -0.43450 -0.85022 8.71050
C -0.81194 0.90208 1.46794
C -0.48475 1.18981 10.03055
H -1.60874 0.43720 0.86697
C -5.02841 -2.51422 -4.24585
C -1.30321 1.79389 9.06172
H -0.20589 1.73737 10.93250
H -2.16466 4.17914 -3.92871
C 0.57528 -0.36057 -5.04196
H 3.24573 -4.08546 -7.48606
H 2.23294 -0.65472 2.37328
H 2.55241 1.30525 3.78183
N 2.90174 -0.27656 -3.65423
C 2.55973 -2.52202 -6.09249
H 0.32175 3.23326 4.69733
C -1.12684 2.01327 3.74834
H -0.43013 4.00351 3.30560
H 0.77070 0.02299 0.29955
C 3.66639 0.21821 -4.71632
H -1.65281 2.82002 9.19505
N 2.22697 -2.54001 -4.73573
C -0.92643 -0.69067 -5.05228
```

Calculated values
F_max ... 3.0 eV Å⁻¹
HOMO-LUMO gap ... 5.81 eV
Spin multiplicity ... 1
Electronic energy ... -4360.585475 hartree
HOMO ... -7.39 eV
Relative energy (zero: lowest compared OMol25 entry of this formula, charge and spin) ... 20.2 kJ/mol

(3)
The following is a DFT calculation (wB97M-V/def2-TZVPD) of a molecular structure, C33H40N8OS3Tl at a distorted geometry.

```
86
Properties=species:S:1:pos:R:3
H -10.03143 2.48708 -0.53337
C 7.33193 0.34020 0.83105
H -9.67143 1.71379 -2.08613
H -3.04552 -3.53391 -0.24614
C 2.81809 0.64032 -3.81876
C 0.11833 0.84650 3.23302
C -5.55444 1.01343 0.26009
N 2.00197 0.50847 4.60810
C 8.71199 0.45541 0.82371
N 2.35265 0.69552 -0.15035
C -6.04665 0.26887 -0.80007
H 0.94858 -6.83353 0.48199
H 9.35744 -0.09676 1.50265
H -0.69894 4.05279 -2.47221
H 0.70998 5.60427 0.90208
C -1.28243 -5.25737 -0.99576
O -3.00920 0.20996 -0.03817
H -5.42269 -0.46239 -1.29924
N -1.02193 -4.01561 -0.26782
H 6.71318 2.54316 -1.69855
C -2.08847 -3.02423 -0.34639
C 8.63087 2.00315 -0.93764
H 4.96008 0.90828 -2.24751
H -1.61997 4.81168 -1.15032
H -0.88956 1.01330 -3.45755
H -10.19326 0.74107 -0.72749
H -2.07263 -2.50681 -1.30856
C 0.70415 0.73972 4.49219
H 9.21722 2.64472 -1.59198
H -1.81078 -5.01018 -1.91558
H 3.88163 0.50299 -3.96432
H -0.85078 4.86059 1.32780
C -6.32690 1.98839 0.87758
C -8.17314 1.41395 -0.57229
H -0.10058 5.54882 -1.71816
C 2.73582 0.46524 3.50985
H 2.76665 -3.62472 0.10074
C 7.24867 1.92802 -0.98968
C 2.45539 -4.46126 0.71985
C -4.41498 -0.70412 2.00529
H 1.05259 -6.13598 2.09871
C 0.60748 -6.00991 1.11021
H 0.22081 0.92872 -5.74131
H 3.78307 0.23204 3.65595
C 3.02603 0.76248 -1.29527
H -0.35030 -5.74999 -1.25541
H -5.90918 2.58611 1.67969
N 9.25225 1.26781 -0.05048
H -7.76148 -0.11338 -2.01765
H -8.25204 2.91910 0.95311
C -9.59245 1.61060 -1.00391
H -5.04431 -0.36888 2.82799
H 0.12953 0.82865 5.40540
H -3.49332 -1.14006 2.39067
N 0.90548 0.84435 -2.46058
N 2.09745 0.69565 -4.92519
S 0.32708 3.61790 -0.37329
H 6.86317 -0.33851 1.52826
C 0.18332 0.90872 -3.56932
C 5.10628 0.96626 -0.11226
C 4.41554 0.87763 -1.31584
H -0.95312 0.96115 3.11628
C -7.63589 2.17342 0.46752
C -7.35386 0.47131 -1.20218
S -3.95278 0.74412 1.01022
Tl -0.32046 0.59379 -0.08558
C 2.17731 0.68152 2.24601
H -4.94824 -1.41958 1.38290
H 2.99373 -5.35382 0.40228
H 0.67165 4.14489 1.91848
H -1.99544 -2.28774 0.44631
H 2.71679 -4.24765 1.75932
C 2.99611 0.76441 1.01117
C 0.78867 0.84972 -4.82297
C 0.15261 -3.74033 0.28488
H -0.47005 -6.05762 1.22032
S 0.60277 -2.12416 0.70165
C 2.23271 0.73301 -2.55225
C 4.37907 0.92694 1.07278
H 4.88408 1.05397 2.01917
C 0.19337 4.66574 1.09247
N 0.85519 0.81981 2.13198
C -0.62540 4.61203 -1.54265
N 1.03052 -4.72091 0.56044
C 6.58503 1.08507 -0.09057
H -1.91029 -5.93720 -0.41942
```

Calculated values
F_max ... 2.9 eV Å⁻¹
HOMO-LUMO gap (alpha / beta) ... 3.12 / 3.16 eV
Spin multiplicity ... 1
Electronic energy ... -3160.846816 hartree
Net charge ... +3
HOMO (alpha / beta) ... -14.80 / -14.80 eV
Relative energy (zero: lowest compared OMol25 entry of this formula, charge and spin) ... 0.0 kJ/mol

(4)
The following is a DFT calculation (wB97M-V/def2-TZVPD) of a molecular structure, C33H41AsCl3F6FeGeN4O4 at a distorted geometry.

```
94
Properties=species:S:1:pos:R:3
C -1.00975 1.53003 4.53958
H 3.19117 -1.88173 1.71290
H 4.46365 -0.47228 -2.15754
C 2.78520 -5.26030 -1.57310
Cl 0.93136 -3.48143 1.31043
H 1.81617 1.21889 5.04081
H -0.41175 -5.45503 -0.15009
H 2.42475 3.44500 -3.56923
C 0.53702 2.46460 -0.97038
O -2.26243 1.73724 -1.23418
H 5.26913 -3.29327 -0.40899
C -2.67503 2.60698 2.57932
C -3.77155 0.05572 -0.60810
F -2.36418 0.58498 -5.78387
C 2.00914 -2.98119 -1.40621
H 5.66021 -1.10326 -1.01979
C -2.37592 1.59567 4.76820
H 1.20820 4.38019 -1.56187
H 0.64925 -6.73115 -0.72309
C -3.47995 1.32350 -1.41602
H -3.88498 4.28173 2.55028
H 1.31348 1.99832 2.13991
H -3.03978 0.91432 1.09337
H -5.73825 3.57954 1.34394
C 3.60560 -1.24316 -0.32036
F -1.42521 -0.37881 -2.41926
C 1.90895 2.79693 -2.87312
H 4.88976 0.45765 -0.70709
C -0.05108 2.98752 0.32019
Fe -1.03830 0.48530 -0.32212
H -4.81364 0.03885 -0.29229
C -1.34071 2.27236 2.25955
H -2.76416 3.67041 -0.20592
H -2.90725 -0.70166 1.13557
N 0.49472 1.14318 -1.21208
F -0.20152 0.37729 -4.52859
C -2.98679 4.31351 0.63915
C 4.72415 -0.54653 -1.10314
H -0.96955 -6.53831 -1.42331
O -4.34444 1.86767 -2.06566
F -3.48724 -0.24417 -3.71968
As -1.87986 0.13392 -4.19476
H -2.79795 1.24767 5.70242
C -4.91959 2.85793 1.34711
H 4.83370 -5.63191 -1.08105
H 2.60492 -6.29813 -1.82658
C 1.25482 0.59257 -2.18047
H -4.83597 2.47583 0.33140
H -0.35214 1.19840 5.33274
H -2.06475 4.80669 0.95066
H 1.08440 3.59919 4.71112
H -5.20348 2.03972 2.01255
C 0.42841 -5.04922 -2.12199
H -4.20846 2.42325 4.05738
C 1.40896 3.45708 3.67719
C 4.29305 -3.57369 -0.78438
H 0.73229 -5.68544 -2.95881
C 4.04863 -4.88945 -1.15144
H 1.43161 -0.00462 3.82120
C 1.55362 -0.91081 -2.38718
H 4.91541 -1.85255 1.31192
N 1.10743 -1.96737 -1.61218
C 1.97917 1.42668 -3.02141
C 1.22600 3.32659 -1.79785
C 3.30451 -2.62374 -0.87580
H 4.04671 -0.33555 1.59182
N -2.82127 0.10530 0.51358
C -3.61140 3.53745 1.79523
H 2.70730 -0.63035 -0.38093
C 1.03351 2.04835 3.18936
F -1.96489 1.75549 -3.67370
H 2.55524 0.96259 -3.80602
H 2.49254 3.59439 3.63062
C 1.82859 0.99998 3.97075
H -0.34796 -3.28401 -3.08916
C 1.72746 -4.36784 -1.67612
N -0.88473 2.14561 0.92623
H 2.87185 1.00565 3.64866
H -1.33210 -4.71781 -3.31369
C -3.17137 2.20800 3.82319
Ge -0.48623 -1.94676 0.47867
C -0.71058 -4.17072 -2.60405
H -3.69051 5.07872 0.30332
Cl -1.82056 -2.21276 2.37501
C 3.96347 -1.33791 1.16741
C -0.10114 -6.00248 -1.03455
Cl 0.72616 -0.22765 1.19586
F -1.66821 -1.49977 -4.70190
H -3.57514 -0.80443 -1.24806
H -1.35791 -3.86866 -1.77647
O 2.32069 -1.14664 -3.30733
H 0.94092 4.21114 3.04671
C -0.47191 1.89660 3.31790
O 0.31828 4.09036 0.71778
```

Calculated values
F_max ... 2.3 eV Å⁻¹
HOMO-LUMO gap (alpha / beta) ... 4.33 / 4.37 eV
Spin multiplicity ... 1
Electronic energy ... -9358.532351 hartree
Net charge ... -1
HOMO (alpha / beta) ... -5.97 / -6.01 eV

(5)
The following is a DFT calculation (wB97M-V/def2-TZVPD) of a molecular structure, C33H41BN6OPdS.

```
84
Properties=species:S:1:pos:R:3
H 0.24030 -7.46173 -2.08124
N 1.27469 1.76322 -2.45803
H -1.32584 6.05457 -0.05955
C 2.52302 1.76947 -3.11510
Pd -0.46810 0.68197 -0.24054
C -0.46631 2.10895 4.96658
C 2.72406 2.49193 -4.37860
N 1.34753 1.05770 -1.39549
C -0.62987 -0.40447 5.18544
C -1.08915 5.06700 -0.41758
N -0.50637 3.38109 -1.71040
H -1.69537 2.62540 1.96183
H -3.89184 -1.73703 -2.31571
H -0.86662 4.13600 2.39888
H 2.08881 -0.23825 4.57731
H -0.71053 1.87670 -5.94452
H 4.01616 0.09606 0.29461
H 0.07603 2.94851 4.53482
H -1.92760 -7.09927 -0.95728
H -2.28771 -2.28510 -1.85117
C 0.75997 -4.31197 -0.96443
H 3.10983 -1.27131 -0.35083
C -1.17652 -6.32130 -0.95220
H -2.54972 4.16074 1.88502
H 0.11304 3.14948 -3.85367
O 0.01659 -1.55563 -0.18837
H 2.18370 1.52855 4.42530
C 1.00457 -5.51777 -1.59847
C 1.31555 -2.60263 2.30330
H -1.96797 2.96354 -5.34829
H 2.46154 3.54617 -4.26206
C -0.13280 -4.02666 4.21319
H 2.28616 -0.10286 0.69546
H -1.52043 2.17442 4.70198
H -0.69087 -4.58323 4.95414
C -0.03228 0.69669 3.09521
H 1.67473 -4.00269 5.36493
C -0.45850 -4.13094 -0.32703
N -1.42850 0.50915 -2.17438
C -1.71623 1.91745 -5.52456
C -1.82326 1.11594 -4.27341
H -1.78731 -3.89082 2.84790
H -0.64738 6.63889 -2.59191
H -1.11927 5.34304 -3.68933
C 0.04094 -6.52110 -1.58586
C -0.74929 -3.63958 3.03217
H -0.46092 -0.35897 6.26140
C -0.45267 5.60555 -2.86769
C 1.91630 -2.97665 3.49767
C -2.95312 -1.42028 -1.86688
H 4.42912 0.83751 -2.57952
C -1.58540 3.68176 1.71594
H -2.40553 1.52460 -6.26788
C -1.16034 3.86536 0.29995
C 0.15139 0.74478 4.52295
H 1.73900 0.79175 5.97035
H 2.95438 -2.72999 3.67987
H -3.34837 -0.42752 -4.64406
H -0.37289 2.15176 6.05194
C 1.64055 0.70517 4.88848
H 2.05046 2.09676 -5.14482
B -0.12200 2.50441 -2.88494
N -0.80905 2.85654 -0.48843
N -1.09622 1.38171 -3.16351
C -0.18250 0.67322 1.84349
C -2.35195 -0.31561 -2.66335
C -0.67480 4.72640 -1.68401
C -2.63608 0.03990 -3.98593
C -1.43779 -5.11274 -0.32137
C 1.19663 -3.69552 4.44431
H -0.28139 -1.36976 4.81993
S -0.81662 -2.61386 0.52650
H 1.86807 -2.08037 1.53495
C 3.04035 -0.21352 -0.08047
H 0.57355 5.54251 -3.23086
H -1.69885 -0.31485 4.99581
H 1.49130 -3.51436 -0.97149
H -3.15422 -1.11215 -0.83996
C 3.39042 1.01429 -2.35558
C -0.01057 -2.94449 2.08340
H 3.75210 2.40085 -4.71630
H 1.94695 -5.68040 -2.10396
H -2.39302 -4.93886 0.16012
C 2.67213 0.57678 -1.26415
```

Calculated values
F_max ... 0.5 eV Å⁻¹
HOMO-LUMO gap (alpha / beta) ... 8.77 / 4.97 eV
Spin multiplicity ... 5
Electronic energy ... -2236.154682 hartree
Net charge ... +2
HOMO (alpha / beta) ... -13.76 / -13.90 eV
Relative energy (zero: lowest compared OMol25 entry of this formula, charge and spin) ... 0.0 kJ/mol